9 unconnected molecules or ions with the total composition C77H166F6N9OP4, computed with ωB97M-V/def2-TZVPD.

ORCA input file:
```
! RIJCOSX wB97M-V def2-TZVPD def2/J DEFGRID3
* xyz 6 2
C -3.71385 -12.00704 -10.47462
N -4.96807 -11.70410 -11.20540
C -5.75101 -13.00824 -11.24125
C -5.64187 -10.53544 -10.39016
C -4.69515 -11.20306 -12.66025
C -4.05352 -12.31255 -13.62691
O -5.09956 -13.15672 -14.10524
H -3.09316 -11.11471 -10.39346
H -3.10120 -12.78916 -10.92301
H -4.05849 -12.35396 -9.50047
H -5.18360 -13.86316 -11.60904
H -6.65266 -12.84380 -11.83123
H -6.00343 -13.21020 -10.20029
H -6.66746 -10.58854 -10.75548
H -5.11385 -9.58686 -10.48762
H -5.53739 -10.78303 -9.33381
H -4.05598 -10.33415 -12.50360
H -5.72833 -10.99759 -12.94031
H -3.27931 -12.91065 -13.14632
H -3.58512 -11.84165 -14.49118
H -4.93500 -13.54148 -14.96923
C -1.77730 -12.15227 -17.28296
C -0.80894 -12.91631 -16.59447
N 0.13728 -13.66275 -17.40955
C -0.25680 -14.65999 -18.36482
C 0.90580 -15.22975 -18.90577
N 2.02806 -14.44858 -18.41404
C 1.49710 -13.48861 -17.53536
C 3.40065 -14.51327 -18.84682
H -2.50287 -12.82795 -17.73582
H -1.36023 -11.48539 -18.03755
H -2.36837 -11.61518 -16.54116
H -1.31132 -13.65245 -15.96693
H -0.33136 -12.24579 -15.88004
H -1.29622 -14.94505 -18.43363
H 1.10482 -16.04215 -19.58900
H 2.06723 -12.78089 -16.95187
H 3.56331 -14.19406 -19.87626
H 3.81615 -15.50458 -18.66576
H 3.96656 -13.93692 -18.11493
C -4.18965 -13.88811 -22.35684
C -4.66679 -15.26634 -22.03413
N -4.95334 -15.99439 -23.32344
C -4.01110 -16.25644 -24.36054
C -4.88919 -16.61143 -25.47989
N -6.19724 -16.54285 -25.12374
C -6.19038 -16.24972 -23.74044
C -7.39998 -16.75962 -25.94410
H -4.03476 -13.33834 -21.42847
H -4.84415 -13.31474 -23.01334
H -3.19612 -13.87908 -22.80509
H -5.58847 -15.21486 -21.45451
H -3.93475 -15.79538 -21.42393
H -2.94294 -16.13073 -24.26228
H -4.53956 -16.86760 -26.46910
H -7.10284 -16.15375 -23.17070
H -8.00803 -15.85501 -25.95059
H -7.96912 -17.63255 -25.62446
H -7.11407 -16.88766 -26.98811
C -10.53120 -16.01444 -17.09754
C -10.36943 -17.53255 -17.44185
N -9.27220 -18.09956 -16.73933
C -9.29419 -18.79231 -15.49363
C -8.01627 -19.26660 -15.24712
N -7.20409 -18.88205 -16.25848
C -7.96256 -18.20128 -17.16918
C -5.76591 -19.20003 -16.27206
H -9.68625 -15.48170 -17.53383
H -10.49340 -15.92106 -16.01221
H -11.46662 -15.59639 -17.46946
H -10.15763 -17.69475 -18.49870
H -11.29198 -18.04752 -17.17389
H -10.24911 -19.01675 -15.04180
H -7.57207 -19.82948 -14.43950
H -7.60652 -17.83347 -18.12015
H -5.45332 -19.14282 -17.31470
H -5.55599 -20.24271 -16.03358
H -5.21138 -18.41120 -15.76378
C -4.26248 -19.03286 -20.60972
C -3.24395 -19.02100 -21.73132
N -2.62718 -20.29226 -22.10204
C -1.25080 -20.49416 -22.32013
C -1.13182 -21.73302 -22.90600
N -2.37121 -22.28111 -23.18385
C -3.31426 -21.34230 -22.65615
C -2.65609 -23.48879 -23.91985
H -4.99900 -19.82395 -20.75049
H -4.80904 -18.08979 -20.61102
H -3.83292 -19.16852 -19.61716
H -2.46489 -18.28282 -21.54082
H -3.74003 -18.73302 -22.65818
H -0.44706 -19.77482 -22.26594
H -0.25053 -22.22653 -23.28832
H -4.39000 -21.37185 -22.56491
H -3.63119 -23.92621 -23.70549
H -1.86585 -24.21829 -23.74247
H -2.59963 -23.23694 -24.97885
C 1.31693 -22.41374 -19.66262
C 1.18367 -22.31925 -18.18857
C -0.11015 -22.99324 -17.65477
C 0.00458 -23.18753 -16.06035
P -1.54636 -23.48124 -15.30875
C -2.79404 -22.27057 -15.95984
C -2.47015 -20.74076 -16.03334
C -2.34569 -20.14919 -17.50800
C -2.09769 -18.61971 -17.40836
C -2.08484 -25.19999 -15.82762
C -3.51853 -25.54697 -15.24635
C -3.85380 -26.99510 -15.05748
C -3.04485 -27.73736 -13.95920
C -1.42968 -23.40021 -13.50163
C -0.89970 -22.07011 -12.98259
C -0.72247 -22.06078 -11.42396
C 0.40516 -23.10229 -11.02416
H 1.37985 -23.44407 -20.01272
H 2.28059 -22.06887 -20.03747
H 0.54001 -21.96131 -20.27891
H 1.22613 -21.25353 -17.96378
H 2.03909 -22.83140 -17.74803
H -0.13623 -23.98655 -18.10284
H -0.98165 -22.50117 -18.08657
H 0.40664 -22.33934 -15.50623
H 0.66443 -24.03463 -15.87296
H -3.65556 -22.33407 -15.29512
H -3.02828 -22.64605 -16.95595
H -1.55685 -20.44410 -15.51762
H -3.32413 -20.23007 -15.58836
H -3.33159 -20.26464 -17.95832
H -1.53040 -20.59112 -18.08080
H -1.29521 -18.36170 -16.71732
H -3.04929 -18.23621 -17.04029
H -1.91221 -18.20267 -18.39820
H -1.38722 -26.03359 -15.74673
H -2.12686 -25.02825 -16.90318
H -4.27590 -25.20722 -15.95279
H -3.64662 -25.06963 -14.27484
H -3.68879 -27.44110 -16.03827
H -4.90543 -27.02099 -14.77202
H -2.80114 -27.16055 -13.06701
H -2.01578 -27.91427 -14.27196
H -3.43816 -28.71168 -13.66917
H -0.65659 -24.12553 -13.24797
H -2.39231 -23.64001 -13.05006
H -1.61922 -21.27643 -13.18376
H 0.02934 -21.85617 -13.51098
H -1.57496 -22.50890 -10.91351
H -0.54527 -21.08682 -10.96777
H 0.16402 -24.11524 -11.34647
H 0.55833 -23.05862 -9.94586
H 1.33734 -22.86578 -11.53718
C 5.17136 -14.20779 -14.01710
C 3.72191 -14.51609 -14.27925
C 3.03992 -15.12892 -12.98715
C 1.55155 -15.15246 -13.01808
P 0.62227 -15.90518 -11.64968
C -1.16782 -16.12555 -12.22263
C -1.36157 -17.36085 -13.07274
C -2.70255 -17.40031 -13.75885
C -3.86436 -17.24777 -12.86534
C 1.44309 -17.37617 -10.99817
C 0.57475 -18.12867 -9.97879
C 1.38429 -18.99217 -9.01420
C 0.48195 -19.80547 -8.01779
C 0.58329 -14.63030 -10.31433
C 1.86565 -14.60907 -9.50500
C 1.89307 -13.51093 -8.52303
C 0.82870 -13.59180 -7.36347
H 5.49995 -14.67978 -13.09116
H 5.43927 -13.15418 -14.09601
H 5.89187 -14.70660 -14.66530
H 3.47441 -15.18847 -15.10067
H 3.21476 -13.57685 -14.49997
H 3.30528 -14.51356 -12.12750
H 3.47874 -16.12580 -13.02916
H 1.23897 -15.64228 -13.94029
H 1.25479 -14.10406 -12.98822
H -1.35865 -15.25116 -12.84484
H -1.87757 -16.21008 -11.39970
H -1.36131 -18.21226 -12.39215
H -0.51204 -17.38360 -13.75530
H -2.81510 -18.29334 -14.37361
H -2.66781 -16.62025 -14.51937
H -3.85496 -18.10879 -12.19703
H -4.78763 -17.24232 -13.44468
H -3.77639 -16.39139 -12.19676
H 2.44514 -17.27052 -10.58241
H 1.75018 -18.03469 -11.81067
H -0.10561 -18.72467 -10.58707
H -0.02687 -17.43971 -9.38593
H 2.10956 -18.43364 -8.42249
H 1.93286 -19.75693 -9.56402
H -0.23544 -20.42002 -8.56164
H -0.05870 -19.08586 -7.40300
H 1.09230 -20.49372 -7.43308
H -0.24121 -15.09125 -9.77045
H 0.32461 -13.62180 -10.63701
H 2.76132 -14.52449 -10.12041
H 2.07213 -15.55906 -9.01209
H 1.91333 -12.59575 -9.11476
H 2.88458 -13.54225 -8.07132
H 0.93880 -12.82751 -6.59417
H 0.53560 -14.56775 -6.97655
H -0.07892 -13.38368 -7.93004
C -8.55842 -13.99943 -14.07317
C -9.59923 -12.93627 -14.40413
C -9.08999 -11.49823 -14.54065
C -8.01163 -11.32434 -15.62986
P -8.60962 -10.99344 -17.35552
C -10.11809 -9.99787 -17.24516
C -9.91953 -8.54774 -16.66389
C -11.05268 -7.93811 -15.80402
C -12.26004 -7.66590 -16.66795
C -9.08595 -12.50830 -18.21846
C -9.70264 -12.33947 -19.63971
C -10.06732 -13.68060 -20.20725
C -10.74659 -13.66044 -21.56374
C -7.33234 -10.03523 -18.27092
C -6.10647 -10.87921 -18.44310
C -4.95431 -10.05674 -19.11723
C -5.05347 -9.75015 -20.58791
H -7.95131 -14.19223 -14.95768
H -9.14083 -14.88830 -13.83064
H -7.84726 -13.79309 -13.27332
H -10.32962 -12.89347 -13.59618
H -10.17483 -13.32724 -15.24314
H -8.74292 -11.04510 -13.61204
H -9.98515 -10.90707 -14.73386
H -7.33587 -12.17906 -15.66012
H -7.28830 -10.59363 -15.26797
H -10.83630 -10.61719 -16.70782
H -10.45675 -9.89697 -18.27628
H -9.55593 -7.86475 -17.43163
H -9.14260 -8.60643 -15.90164
H -10.69480 -6.95366 -15.50254
H -11.25212 -8.65640 -15.00880
H -12.81096 -8.58244 -16.87898
H -11.97403 -7.08389 -17.54406
H -12.98341 -7.07704 -16.10396
H -9.87654 -12.84328 -17.54699
H -8.17450 -13.08052 -18.04547
H -8.95594 -11.80209 -20.22431
H -10.59906 -11.72235 -19.70050
H -10.71444 -14.16428 -19.47555
H -9.18494 -14.32046 -20.19958
H -10.05509 -13.26040 -22.30530
H -11.68339 -13.10662 -21.62534
H -10.90156 -14.67341 -21.93518
H -7.15122 -9.19818 -17.59665
H -7.80589 -9.73213 -19.20471
H -6.42570 -11.71033 -19.07194
H -5.90704 -11.23532 -17.43241
H -4.11423 -10.73528 -18.96912
H -4.78388 -9.15532 -18.52859
H -5.77817 -8.97513 -20.83739
H -5.33313 -10.57177 -21.24733
H -4.07137 -9.46260 -20.96326
P -4.99897 -15.05143 -17.66751
F -6.48258 -15.37403 -17.07996
F -5.71473 -14.17816 -18.82332
F -4.76469 -13.80677 -16.64444
F -3.51909 -14.73235 -18.30046
F -4.32422 -16.03464 -16.53837
F -5.05087 -16.33510 -18.72448
*
```

Calculated values
total energy = -151407.0828 eV
<S²> = 0.76